Version A
Below is a single C4H10N4O molecule, with properties calculated with the ωB97M-V functional and the def2-TZVPD basis.

Geometry as ORCA input:
```
! wB97M-V def2-TZVPD RIJCOSX def2/J DEFGRID3
* xyz 0 1
C 1.10297 0.91369 -1.23281
C -0.08180 -0.01680 -1.15784
C -1.49277 0.50290 -1.07141
N -2.24159 0.02000 -0.10845
O -0.46457 -0.71008 -2.18711
H -3.25055 0.05152 -0.19234
H -1.83742 1.27816 -1.74756
H 0.96753 1.57893 -2.08766
H 2.00599 0.32435 -1.39427
H 1.21023 1.51135 -0.32886
C 0.79513 -0.63115 1.34390
N 0.38298 0.54864 1.94500
N -0.00164 -0.99293 0.24486
N 1.83196 -1.23069 1.78151
H 0.83398 0.71478 2.83216
H -0.60480 0.75229 1.91701
H 0.25778 -1.89534 -0.13558
H -1.52928 -0.72110 0.40064
H 2.11588 -1.99853 1.17880
*
```

Calculated values
HOMO-LUMO gap = 9.69 eV
M = 130.15 g/mol
E_HOMO = -8.9742 eV

Version B
Below is a single C4H10N4O molecule, with properties calculated with the ωB97M-V functional and the def2-TZVPD basis.

Geometry as ORCA input:
```
! wB97M-V def2-TZVPD RIJCOSX def2/J DEFGRID3
* xyz 0 1
C -1.82786 0.29574 -0.82774
C 1.64217 -1.04096 -0.78689
N 0.12227 0.64883 0.72113
C 0.49886 -0.05472 -0.80188
C -1.55879 0.04771 0.58370
N 0.73606 0.14292 1.88914
O 0.86883 1.11939 -1.52740
N -0.72089 -0.62768 -1.13595
N -2.09069 -0.53670 1.54709
H 0.39361 1.10044 -2.36763
H 0.33254 1.62306 0.50542
H 1.65143 0.56443 2.02525
H 0.16640 0.41911 2.68637
H -1.46639 -1.03076 2.17930
H -1.72995 1.33223 -1.16635
H -2.77930 -0.14230 -1.12532
H 2.59251 -0.53314 -0.61450
H 1.48601 -1.79978 -0.02192
H 1.68318 -1.52781 -1.76183
*
```

Calculated values
HOMO-LUMO gap = 8.26 eV
M = 130.15 g/mol
E_HOMO = -7.6115 eV

Version C
Below is a molecular structure, C4H10N4O, with properties calculated with the ωB97M-V functional and the def2-TZVPD basis.

Geometry as ORCA input:
```
! wB97M-V def2-TZVPD RIJCOSX def2/J DEFGRID3
* xyz 0 1
C -0.97990 0.39280 0.72639
C 0.02316 -0.30562 0.11403
C -1.78812 -1.13293 -1.84987
C 1.43116 -0.37964 0.64394
H -0.61350 1.49813 0.84473
H -1.84085 0.37059 -0.18869
H -1.70997 -0.04633 1.65279
H 0.12089 0.28394 -0.75316
H -0.36321 -2.55412 0.63912
H -2.51248 -1.74241 -2.59489
H -1.26057 0.05190 -2.22663
H 3.10951 0.86804 1.33831
H 1.74066 2.33241 -0.90971
H 0.81945 2.21264 0.74608
N -0.46396 -1.61689 0.07359
N -1.57714 -2.02992 -0.82799
N 2.26286 0.80015 0.64767
N 1.98856 2.23591 0.25296
O 1.61347 -1.23863 1.67132
*
```

Calculated values
HOMO-LUMO gap = 8.86 eV
M = 130.15 g/mol
E_HOMO = -8.5854 eV

The calculated energies rank the structures as follows, beginning with the most stable: version A, version B, version C.

Version A
Below is 2 unconnected molecules or ions with the total composition C4H12NO3, with properties calculated with the ωB97M-V functional and the def2-TZVPD basis.

Geometry as ORCA input:
```
! wB97M-V def2-TZVPD RIJCOSX def2/J DEFGRID3
* xyz -1 1
C 2.23192 -0.23078 1.18338
O 3.10137 -1.35068 0.88308
C 0.79365 -0.45911 0.64189
C 0.52458 0.64324 -0.40721
C -0.90192 0.39873 -1.02935
O -1.79723 -0.25881 -0.23494
N -0.11159 -0.40514 1.79931
H 2.33947 -0.13903 2.26136
H 2.60514 0.60644 0.57674
H 3.02684 -1.66612 -0.02325
H 0.71458 -1.42212 0.13669
H 0.55134 1.55148 0.16927
H 1.24886 0.54960 -1.22349
H -1.30334 1.33890 -1.44928
H -0.66588 -0.18619 -1.95800
H -0.98964 -0.68897 1.38560
H -0.41957 0.58290 1.80622
H -3.19727 0.59468 -0.88609
H -3.89049 -0.15015 -2.03209
O -3.86082 0.69112 -1.59984
*
```

Calculated values
HOMO-LUMO gap = 7.06 eV
M = 122.14 g/mol
E_HOMO = -3.4013 eV

Version B
Below is 2 unconnected molecules or ions with the total composition C4H12NO3, with properties calculated with the ωB97M-V functional and the def2-TZVPD basis.

Geometry as ORCA input:
```
! wB97M-V def2-TZVPD RIJCOSX def2/J DEFGRID3
* xyz -1 1
C -0.27957 -1.50444 0.57219
C 0.15378 0.04455 0.66541
C -0.85280 1.12413 0.57129
O -0.61512 2.25122 -0.17688
N 0.46834 -2.24798 -0.46670
C 1.86394 -2.04214 -0.83631
O 2.00256 -1.03280 -1.86931
H -0.16454 -2.17250 1.43998
H -1.35188 -1.38405 0.36981
H 0.78792 0.15537 1.57630
H 0.91770 0.32057 -0.18786
H -1.88114 0.79108 0.24307
H -0.95616 1.45258 1.64677
H -0.12249 -2.46664 -1.24474
H 2.34052 -2.86976 -1.33275
H 2.50272 -1.74944 -0.04420
H 1.21693 -0.37310 -1.74379
H -2.26289 4.44718 -0.27419
H -1.50327 3.24349 0.48238
O -2.26454 4.01267 0.60953
*
```

Calculated values
HOMO-LUMO gap = 6.93 eV
M = 122.14 g/mol
E_HOMO = -3.3329 eV

The calculated energies rank the structures as follows, beginning with the most stable: version A, version B.

Version A
Below is 2 unconnected molecules or ions with the total composition CH8NO, with properties calculated with the ωB97M-V functional and the def2-TZVPD basis.

Geometry as ORCA input:
```
! wB97M-V def2-TZVPD RIJCOSX def2/J DEFGRID3
* xyz 1 1
O -1.23379 -0.94710 1.27594
H -1.84422 -1.49664 0.76731
H 0.80823 0.33792 0.80689
H -1.49387 -1.10755 2.19145
C 0.95363 0.29177 -1.37606
N 0.46810 0.77874 -0.04489
H 0.68477 1.04747 -2.10653
H 0.39245 -0.61654 -1.58823
H 2.01220 0.11420 -1.31637
H 0.62508 1.76546 0.15449
H -0.54699 0.67507 0.15201
*
```

Calculated values
HOMO-LUMO gap = 12.88 eV
M = 50.08 g/mol
E_HOMO = -16.5101 eV

Version B
Below is 2 unconnected molecules or ions with the total composition CH8NO, with properties calculated with the ωB97M-V functional and the def2-TZVPD basis.

Geometry as ORCA input:
```
! wB97M-V def2-TZVPD RIJCOSX def2/J DEFGRID3
* xyz 1 1
N -1.58534 -1.07513 -0.40146
H -1.98547 -1.88344 0.20576
H -2.24975 -0.47349 -0.69064
H -0.81362 -0.47619 0.05839
H -1.24376 -1.57690 -1.20494
C 1.54080 1.26025 0.14743
O 0.84747 -0.04099 0.32083
H 0.80063 1.92215 -0.29843
H 1.65525 1.49581 1.21051
H 2.35349 0.92728 -0.58898
H 0.68031 -0.07934 1.24152
*
```

Calculated values
HOMO-LUMO gap = 11.30 eV
M = 50.08 g/mol
E_HOMO = -15.3206 eV

The calculated energies rank the structures as follows, beginning with the most stable: version A, version B.

Version A
Below is 2 unconnected molecules or ions with the total composition CH3NOSi, with properties calculated with the ωB97M-V functional and the def2-TZVPD basis.

Geometry as ORCA input:
```
! wB97M-V def2-TZVPD RIJCOSX def2/J DEFGRID3
* xyz 0 1
C -0.04845 -0.75916 -2.47506
N -0.76427 0.11747 0.01920
O 0.76918 -0.04207 -2.78251
Si 0.17506 0.27750 1.35406
H -1.74962 0.23090 0.00289
H -0.11250 -0.21403 2.68909
H 1.73060 0.38939 1.19234
*
```

Calculated values
HOMO-LUMO gap = 9.22 eV
M = 73.13 g/mol
E_HOMO = -9.7272 eV

Version B
Below is a single CH3NOSi molecule, with properties calculated with the ωB97M-V functional and the def2-TZVPD basis.

Geometry as ORCA input:
```
! wB97M-V def2-TZVPD RIJCOSX def2/J DEFGRID3
* xyz 0 1
C 1.68999 -1.69573 -0.45952
N 2.42532 -2.55457 -0.66661
O -0.69379 0.42055 -1.00480
Si 0.10225 -0.31321 0.17608
H -0.72222 0.20265 -1.92296
H 0.94105 0.82055 0.49331
H -0.86162 -1.31239 0.87182
*
```

Calculated values
HOMO-LUMO gap = 11.77 eV
M = 73.13 g/mol
E_HOMO = -11.6446 eV

The calculated energies rank the structures as follows, beginning with the most stable: version B, version A.